1.
Below is a 3-piece molecular cluster, C3H12O2S2 overall at a distorted geometry, with properties calculated with the ωB97M-V functional and the def2-TZVPD basis.

Properties
- SMILES: CCCSS.O.O
- Total energy: -29071.0031 eV
- ΔE to the lowest compared entry with this formula, charge and spin: 0.6676 eV
- Lowest unoccupied orbital energy: 0.0151 Eh
- Highest occupied orbital energy: -8.59 eV

Each line ends with the natural charge from an NBO analysis.
Positions of all 19 atoms, in Å:
C: 1.16793 -0.95120 0.17329  -0.61
C: -0.00155 0.03295 0.28352  -0.40
C: -0.59599 0.45052 -1.05107  -0.55
S: -1.92472 1.65122 -1.06082  0.10
S: -3.01484 1.23012 0.68165  -0.16
H: 0.78525 -1.97670 0.15027  0.21
H: 1.80925 -0.83429 1.04669  0.21
H: 1.82490 -0.78718 -0.68220  0.21
H: -0.76659 -0.36872 0.94082  0.22
H: 0.39135 0.89992 0.81678  0.18
H: 0.20365 0.92657 -1.62789  0.22
H: -0.85570 -0.47159 -1.57646  0.22
H: -2.76172 2.41980 1.24337  0.13
O: -2.16410 -2.27473 -0.19750  -0.95
H: -2.71100 -2.27847 0.59753  0.48
H: -2.69703 -2.72752 -0.87537  0.48
O: 3.99969 1.37506 0.33613  -0.94
H: 4.00688 2.18507 -0.18480  0.47
H: 3.30434 1.49918 0.98604  0.47

=====

2.
Below is a 2-piece molecular cluster, C5H11NO overall at a distorted geometry, with properties calculated with the ωB97M-V functional and the def2-TZVPD basis.

Properties
- SMILES: C=CC/C=C/N.O
- Total energy: -8898.9208 eV
- ΔE to the lowest compared entry with this formula, charge and spin: 2.7766 eV
- Lowest unoccupied orbital energy: 0.0325 Eh
- Highest occupied orbital energy: -7.69 eV

Each line ends with the natural charge from an NBO analysis.
Positions of all 18 atoms, in Å:
C: -0.81988 2.75589 -0.72948  -0.41
C: -1.20372 1.50306 -0.89854  -0.15
C: -0.21378 0.45834 -1.43286  -0.46
C: -0.06296 -0.67108 -0.42028  -0.35
C: -0.92301 -0.99887 0.58182  0.02
N: -0.40176 -1.53189 1.76858  -0.80
H: -1.54391 3.53860 -0.54481  0.20
H: 0.20774 3.02671 -0.88227  0.19
H: -2.22662 1.15254 -0.80303  0.19
H: 0.72931 1.00966 -1.49045  0.20
H: -0.52506 0.11606 -2.42757  0.21
H: 0.72408 -1.40376 -0.57278  0.21
H: -1.97382 -0.77546 0.45907  0.18
H: -0.99484 -2.23242 2.19212  0.37
H: 0.57615 -1.75311 1.59394  0.40
O: 2.70213 -1.11355 0.80755  -0.96
H: 2.26902 -0.25886 0.69305  0.48
H: 3.39575 -1.20268 0.13522  0.48

=====

3.
Below is a 2-piece molecular cluster, C4H11NO overall at a distorted geometry, with properties calculated with the ωB97M-V functional and the def2-TZVPD basis.

Properties
- SMILES: CC=O.CCN
- Total energy: -7863.0898 eV
- ΔE to the lowest compared entry with this formula, charge and spin: 1.4638 eV
- Lowest unoccupied orbital energy: 0.0355 Eh
- Highest occupied orbital energy: -9.19 eV

Each line ends with the natural charge from an NBO analysis.
Positions of all 17 atoms, in Å:
C: 1.23212 2.97264 1.05354  -0.74
C: 0.78512 2.03183 -0.03496  0.44
O: 0.97714 2.21852 -1.20248  -0.51
H: 1.36506 2.46139 2.00769  0.22
H: 2.20282 3.38073 0.76600  0.24
H: 0.59701 3.85825 1.15578  0.25
H: 0.23314 1.15620 0.36176  0.10
C: -1.31052 -0.94156 0.21138  -0.62
C: -0.30970 -1.74154 -0.64933  -0.23
N: -0.70330 -3.13384 -0.82121  -0.86
H: -2.27816 -1.42232 0.10578  0.22
H: -1.39409 0.07711 -0.17151  0.20
H: -0.98046 -0.86084 1.24473  0.20
H: 0.68710 -1.67862 -0.19022  0.18
H: -0.16965 -1.23255 -1.60723  0.19
H: -0.02428 -3.78042 -0.44759  0.36
H: -0.90935 -3.36495 -1.78213  0.36

=====

4.
Below is C44H37N6O7PSScSe as an isolated structure, with properties calculated with the ωB97M-V functional and the def2-TZVPD basis.

Properties
- Charge: -1
- Total energy: -175678.4797 eV
- ΔE to the lowest compared entry with this formula, charge and spin: 0.1058 eV
- Lowest unoccupied orbital energy: 0.0687 Eh
- Highest occupied orbital energy: -5.45 eV

Each line ends with the Mulliken charge.
Positions of all 98 atoms, in Å:
Sc: -0.22224 0.18071 0.57899  -1.72
O: 0.64789 0.30869 -1.24554  1.79
C: 0.94453 1.16757 -2.17222  0.33
C: 2.18371 1.10265 -2.84872  -1.09
C: 2.49485 1.97877 -3.86303  -0.69
C: 1.59729 2.97033 -4.25545  -0.97
C: 0.38733 3.06748 -3.60072  -1.10
C: 0.04134 2.18758 -2.57295  0.83
C: -1.22551 2.32033 -1.87114  -0.18
N: -1.50022 1.85956 -0.66516  1.23
C: -2.78185 2.25722 -0.37273  -0.86
C: -3.29570 2.95338 -1.42061  -1.23
N: -2.29934 2.98978 -2.37003  0.00
H: 2.88556 0.34609 -2.52930  0.36
H: 3.45691 1.90037 -4.35455  0.45
H: 1.85177 3.66550 -5.04331  0.38
H: -0.29404 3.86545 -3.87417  0.38
H: -3.22334 2.00739 0.57593  0.61
H: -4.25372 3.41156 -1.58015  0.47
H: -2.35914 3.39366 -3.28475  0.22
C: -1.64479 -5.97680 2.05740  -0.54
C: -1.94090 -5.63526 0.74617  -0.76
C: -1.19531 -4.66241 0.10256  -0.45
C: -0.13473 -4.02994 0.74987  0.51
C: 0.14691 -4.37048 2.06813  -0.48
C: -0.60516 -5.33788 2.71678  -0.63
P: 0.72866 -2.71302 -0.17031  1.11
C: 1.81972 -3.68761 -1.27564  0.02
C: 1.84915 -5.07468 -1.34995  -0.17
C: 2.69890 -5.71664 -2.24182  -0.71
C: 3.52942 -4.98261 -3.07034  -0.51
C: 3.50500 -3.59414 -3.00695  -0.53
C: 2.65411 -2.95642 -2.12254  -0.43
C: 1.96538 -1.99611 0.97278  0.14
C: 3.06475 -2.75285 1.38496  -0.27
C: 4.03440 -2.19031 2.19513  -0.84
C: 3.90686 -0.85804 2.56179  -1.08
C: 2.81364 -0.11528 2.13543  -0.34
C: 1.78583 -0.64447 1.33742  1.18
H: -2.23295 -6.72792 2.56929  0.36
H: -2.76290 -6.11534 0.22951  0.42
H: -1.44624 -4.38042 -0.91578  0.45
H: 0.93920 -3.85477 2.59523  0.38
H: -0.38508 -5.58240 3.74801  0.38
H: 1.21302 -5.66261 -0.70129  0.33
H: 2.71314 -6.79871 -2.28070  0.41
H: 4.19351 -5.48548 -3.76235  0.35
H: 4.14942 -3.00772 -3.64948  0.43
H: 2.63369 -1.87487 -2.06944  0.20
H: 3.16788 -3.78481 1.06361  0.46
H: 4.88337 -2.77748 2.52401  0.39
H: 4.66562 -0.39341 3.18167  0.39
H: 2.78592 0.92924 2.42822  0.34
O: 0.51239 0.69309 7.06606  -0.58
C: -0.27404 1.84399 6.84656  -0.55
N: -0.21600 2.27778 5.47743  0.07
C: 0.40799 3.39717 5.05859  0.35
O: 0.82733 4.28057 5.79153  -0.73
C: 0.52210 3.49918 3.56374  -0.35
C: 0.44813 4.73338 2.93552  -0.63
C: 0.49193 4.77639 1.55242  -1.04
C: 0.61402 3.58518 0.84966  -0.23
N: 0.72916 2.39956 1.44306  0.73
C: 0.68266 2.36931 2.77320  -0.68
H: 0.22547 0.02607 6.43000  0.37
H: 0.12307 2.63718 7.47934  0.44
H: -1.31934 1.63865 7.11056  0.26
H: -0.59303 1.61451 4.79680  0.06
H: 0.34665 5.62714 3.53691  0.49
H: 0.42021 5.71134 1.01399  0.45
H: 0.64654 3.58344 -0.23273  0.40
H: 0.76118 1.38731 3.22396  1.58
O: -1.65155 1.05764 2.03528  -0.36
Se: -1.75121 -0.33068 2.96617  1.04
O: -3.27370 -0.77790 3.22387  -0.81
O: -0.97983 -1.32336 1.86196  -0.51
O: -0.85483 -0.15551 4.30809  -0.60
S: -5.30101 -3.16214 -3.10684  -0.14
C: -4.05477 -2.29703 -2.16920  -0.03
C: -4.27895 -1.97211 -0.84517  -0.95
C: -3.28530 -1.29604 -0.14752  -0.44
N: -2.13822 -0.93317 -0.70812  1.38
C: -1.91831 -1.26103 -1.98261  -0.56
C: -2.84320 -1.94792 -2.75111  -1.02
C: -5.74293 -1.83366 -4.20640  0.24
C: -5.58573 -1.96686 -5.57751  -0.15
C: -5.96296 -0.90957 -6.39351  -0.32
N: -6.45814 0.23451 -5.94053  -0.60
C: -6.60044 0.35182 -4.62383  -0.42
C: -6.27085 -0.64407 -3.71975  -0.20
H: -5.20202 -2.24044 -0.35183  0.61
H: -3.42497 -1.04924 0.89194  0.39
H: -0.95567 -0.96764 -2.38233  0.25
H: -2.62102 -2.20442 -3.77701  0.52
H: -5.17354 -2.87210 -6.00055  0.39
H: -5.84823 -0.98870 -7.46910  0.35
H: -7.00555 1.29283 -4.26878  0.38
H: -6.40954 -0.49438 -2.65804  0.40

=====

5.
Below is C7H10O as an isolated structure at a distorted geometry, with properties calculated with the ωB97M-V functional and the def2-TZVPD basis.

Properties
- Total energy: -9460.2871 eV
- ΔE to the lowest compared entry with this formula, charge and spin: 8.2734 eV
- Lowest unoccupied orbital energy: 0.0362 Eh
- Highest occupied orbital energy: -8.69 eV

Each line ends with the natural charge from an NBO analysis.
Positions of all 18 atoms, in Å:
C: 2.29155 -0.63169 -0.31899  -0.41
C: 1.20883 0.16510 -0.55276  -0.19
C: 0.06214 0.38227 0.34069  -0.18
C: -0.50193 -0.89302 0.93001  -0.42
C: -1.21879 -1.25855 -0.38648  -0.09
C: -1.23261 0.75562 -0.27345  0.12
C: -0.22844 2.06849 0.13214  -0.35
H: 3.15052 -0.33490 -1.16997  0.21
H: 2.44308 -1.22691 0.50759  0.20
H: 1.39168 1.00002 -1.34800  0.20
H: 0.06260 -1.64091 1.45113  0.22
H: -1.17638 -0.48546 1.65109  0.21
H: -2.10290 -1.81666 -0.05175  0.19
H: -0.55371 -1.83979 -0.91324  0.20
H: -1.89267 0.80938 0.71346  0.13
H: 0.85647 2.34738 -0.53201  0.23
H: -0.66976 2.74718 0.86938  0.22
O: -1.88970 -0.14755 -1.04883  -0.49

=====

6.
Below is C55H51ClIN4SSiTeTm as an isolated structure at a distorted geometry, with properties calculated with the ωB97M-V functional and the def2-TZVPD basis.

Properties
- Charge: -2
- Total energy: -139976.7875 eV
- Expectation value of S²: 2.351
- Lowest unoccupied orbital energy (spin up / spin down): 0.1095 / 0.1096 Eh
- Multiplicity: 3
- Highest occupied orbital energy (spin up / spin down): 0.63 / 0.63 eV

Each line ends with the Mulliken charge.
Positions of all 116 atoms, in Å:
Tm: 17.42897 15.26101 13.19714  -0.72
C: 19.26627 18.33648 17.13919  -0.91
N: 18.50099 18.85888 15.99841  0.23
C: 18.42821 20.20526 15.60636  -0.92
C: 17.63042 20.27404 14.53309  -0.39
N: 17.08520 18.95523 14.30006  0.83
C: 17.72843 18.08833 15.17242  -0.15
S: 17.41602 16.47567 15.57456  -0.38
C: 16.02724 18.69792 13.35398  0.33
C: 15.26552 19.85753 13.02381  -0.89
C: 14.25291 19.77982 12.08205  -0.59
C: 14.04230 18.52636 11.48675  -0.93
C: 14.79789 17.41656 11.90763  -0.39
N: 15.74119 17.46466 12.90183  0.70
H: 19.17771 19.00778 17.98501  0.39
H: 20.31179 18.23640 16.90289  0.31
H: 18.83864 17.35604 17.42446  0.31
H: 18.98444 20.99396 16.13760  0.45
H: 17.38044 21.11790 13.86690  0.48
H: 15.51052 20.76547 13.58755  0.48
H: 13.68110 20.67736 11.86981  0.40
H: 13.31631 18.36016 10.71277  0.48
H: 14.57033 16.44826 11.50407  0.47
I: 16.64163 14.45087 10.15487  0.08
C: 18.21500 15.87201 9.51282  0.15
C: 18.48079 15.95850 8.18918  -0.42
C: 19.25614 17.04294 7.68535  -0.67
C: 19.80918 17.97504 8.53611  -1.09
C: 19.53283 17.89758 9.94746  1.14
C: 20.09701 18.85471 10.81419  -1.26
C: 20.10258 18.58673 12.16868  -0.94
C: 19.55061 17.37147 12.63647  -0.70
C: 18.77618 16.56113 11.83488  1.91
C: 18.78956 16.76260 10.45932  -0.46
H: 18.06665 15.20364 7.53965  0.45
H: 19.34040 17.08430 6.58209  0.31
H: 20.42909 18.79111 8.14603  0.32
H: 20.50727 19.77752 10.38784  0.30
H: 20.57796 19.24848 12.90689  0.41
H: 19.71391 17.12874 13.70098  0.57
N: 14.29784 14.69508 14.40383  -0.59
C: 15.32548 14.00173 14.05696  0.72
H: 14.59854 15.44864 15.01737  0.20
C: 18.65485 10.89671 11.61593  -1.42
C: 19.83428 10.47192 12.19043  1.26
C: 21.09448 10.53056 11.48903  -0.81
C: 22.30524 10.32396 12.13077  -0.34
C: 22.31212 9.97879 13.49615  -0.57
C: 21.10956 9.74477 14.16150  -0.37
C: 19.90036 9.94324 13.53467  -0.34
H: 17.70504 10.83629 12.12769  -0.04
H: 18.60420 11.07335 10.54682  0.24
H: 21.03699 10.78332 10.42088  0.22
H: 23.23918 10.44395 11.59740  0.36
H: 23.26871 9.92404 13.99821  0.29
H: 21.11077 9.43090 15.18604  0.40
H: 18.98924 9.78736 14.07331  0.35
C: 8.85014 10.04940 8.85238  -1.44
C: 10.05544 10.77505 9.41799  0.60
C: 10.95357 11.51794 8.63260  -0.82
C: 12.11684 12.08977 9.16738  0.83
C: 12.99496 12.98714 8.27117  -1.45
C: 12.39090 11.94671 10.53813  -0.11
Te: 14.17229 12.79534 11.38707  0.38
C: 11.51639 11.19189 11.38643  0.58
C: 11.71025 11.14829 12.89510  -1.29
C: 10.37420 10.63191 10.78504  -0.87
H: 8.93617 9.92099 7.78098  0.36
H: 7.92434 10.55547 9.10002  0.28
H: 8.75640 9.05765 9.31485  0.35
H: 10.78188 11.64622 7.57236  0.25
H: 12.51706 13.14274 7.30479  0.36
H: 14.00203 12.53506 8.14379  0.24
H: 13.08066 13.96628 8.72090  0.26
H: 11.66425 12.15946 13.34431  0.35
H: 12.67809 10.72023 13.16222  0.05
H: 10.96566 10.52901 13.37814  0.38
H: 9.66671 10.06841 11.40423  0.24
C: 16.45420 7.99670 15.18170  -0.57
C: 15.87854 8.54564 14.00227  -0.67
C: 15.84746 9.93425 13.84777  -0.67
C: 16.25290 10.84682 14.81596  1.98
C: 16.88845 10.25880 15.95626  -0.61
C: 16.95379 8.87774 16.13373  -0.75
Si: 15.31171 12.37628 15.16756  -0.63
C: 15.74231 13.05157 16.85634  0.27
C: 14.64727 13.31793 17.64489  -0.36
C: 14.80316 13.80923 18.93426  -0.70
C: 16.08397 14.04564 19.46679  -0.52
C: 17.20340 13.66976 18.70854  -0.95
C: 17.01712 13.26243 17.37818  0.40
H: 16.53879 6.93314 15.27724  0.33
H: 15.47066 7.91684 13.21715  0.43
H: 15.48906 10.33141 12.90550  0.28
H: 17.35012 10.87548 16.71021  0.30
H: 17.42430 8.51013 17.04878  0.34
H: 13.92148 11.94962 15.27673  -0.31
H: 13.62723 13.17682 17.23562  0.27
H: 13.91758 13.97114 19.51516  0.39
H: 16.20068 14.45676 20.47445  0.37
H: 18.22718 13.70202 19.08546  0.41
H: 17.92428 13.16846 16.77189  0.44
Cl: 23.87702 16.02646 10.32553  -0.32
C: 22.89991 15.04349 11.33309  0.17
C: 21.87004 14.26846 10.71282  -0.97
C: 20.82054 13.81784 11.49289  -0.08
C: 20.73080 14.15252 12.88273  0.66
C: 19.44339 13.90865 13.59489  -0.84
C: 21.87443 14.77868 13.50584  -0.09
C: 22.97940 15.14859 12.75945  -0.70
H: 21.90985 14.09568 9.64292  0.43
H: 19.99810 13.29018 11.01021  0.52
H: 19.57538 13.69269 14.67477  0.25
H: 18.98437 13.00811 13.17472  0.06
H: 21.93201 14.89798 14.61513  0.27
H: 23.83898 15.55154 13.27467  0.41

=====

7.
Below is a 2-piece molecular cluster, C4H6O2Si overall at a distorted geometry, with properties calculated with the ωB97M-V functional and the def2-TZVPD basis.

Properties
- SMILES: C=CC=[SiH2].O=C=O
- Total energy: -16215.2682 eV
- ΔE to the lowest compared entry with this formula, charge and spin: 2.8167 eV
- Lowest unoccupied orbital energy: -0.0039 Eh
- Highest occupied orbital energy: -7.96 eV

Each line ends with the natural charge from an NBO analysis.
Positions of all 13 atoms, in Å:
C: -1.83214 -1.35863 0.83014  -0.41
C: -1.15978 -1.01875 -0.31422  -0.23
C: 0.14929 -0.42174 -0.51202  -0.84
Si: 0.81851 0.62505 0.70992  0.94
H: -1.56097 -1.32657 1.85476  0.19
H: -2.82254 -1.98546 0.72446  0.20
H: -1.76748 -1.25213 -1.23699  0.21
H: 0.83440 -0.74573 -1.32967  0.24
H: -0.12664 1.05517 1.73250  -0.14
H: 2.13840 1.11327 0.47465  -0.15
O: 3.32470 0.11386 -2.34451  -0.52
C: 2.50567 0.48504 -3.02775  1.02
O: 1.73312 0.91827 -3.71937  -0.50

=====

8.
Below is one molecule with the formula C4H12N2O at a distorted geometry, with properties calculated with the ωB97M-V functional and the def2-TZVPD basis.

Properties
- SMILES: NCNCCCO
- Total energy: -9367.7237 eV
- ΔE to the lowest compared entry with this formula, charge and spin: 3.4701 eV
- Lowest unoccupied orbital energy: 0.0320 Eh
- Highest occupied orbital energy: -8.42 eV

Each line ends with the natural charge from an NBO analysis.
Positions of all 19 atoms, in Å:
N: 2.71779 0.43569 -0.09437  -0.88
C: 2.09760 -0.18328 1.09989  -0.06
N: 0.74068 -0.57358 0.84714  -0.64
C: -0.31382 0.48403 0.57967  -0.26
C: -1.57777 -0.27311 0.36893  -0.44
C: -1.89358 -0.67050 -1.10320  -0.05
O: -2.18578 0.74629 -1.62216  -0.80
H: 2.82214 -0.23949 -0.75896  0.35
H: 2.42069 1.33951 -0.37563  0.37
H: 2.62802 -1.10313 1.47142  0.19
H: 2.13471 0.54347 2.00144  0.18
H: 0.67168 -1.22799 0.11142  0.34
H: -0.32506 1.25447 1.39331  0.20
H: -0.31857 1.22630 -0.22777  0.19
H: -1.86312 -1.18523 1.02938  0.22
H: -2.43423 0.53933 0.66319  0.23
H: -0.86072 -1.06734 -1.64717  0.16
H: -2.75176 -1.21554 -1.41034  0.20
H: -1.70890 1.17009 -2.32620  0.48